A:
Here is a single C2H6N2O molecule from OMol25. Energies are from ωB97M-V/def2-TZVPD.

Gap between HOMO and LUMO (Ha): 0.3693
Molar mass (g mol⁻¹): 74.08
E_HOMO (eV): -9.3
SMILES: CN(N)C=O

Positions of all 11 atoms, in Å:
C -0.68161 0.44682 1.60438
N -0.17654 -0.11121 0.30117
N -1.13052 -0.65101 -0.66306
C 1.06057 0.25591 -0.22948
O 1.32103 0.06817 -1.39695
H -1.58007 0.98887 1.41824
H -0.86656 -0.44466 2.18130
H 0.11281 1.14559 2.07988
H -1.99877 -0.07434 -0.50823
H -1.19600 -1.63872 -0.26576
H 1.83610 0.59713 0.55406

=====

B:
Here is 2 unconnected molecules or ions with the total composition C2H6N2O from OMol25. Energies are from ωB97M-V/def2-TZVPD.

Gap between HOMO and LUMO (alpha / beta) (Ha): 0.2732 / 0.2733
Molar mass (g mol⁻¹): 74.08
E_HOMO (alpha / beta) (eV): -9.3 / -9.3

Positions of all 11 atoms, in Å:
C 1.35282 1.23237 -0.13055
N -1.71518 -0.60184 -0.45276
N 0.39687 0.14648 -0.06405
C -1.38920 -1.51020 0.45598
O -1.86264 -2.49470 0.96764
H -1.99910 0.31955 -0.13857
H 0.59708 -0.47605 -0.85240
H -0.23769 -1.17420 0.68965
H 2.38456 0.85628 -0.05861
H 1.17858 1.94256 0.67732
H 1.29391 1.75973 -1.09364

=====

Which of them is the most stable? Correct choice: A.

=====

A:
Here is 2 unconnected molecules or ions with the total composition CH2FNO2 from OMol25. Energies are from ωB97M-V/def2-TZVPD.

Gap between HOMO and LUMO (alpha / beta) (Ha): 0.2872 / 0.2869
Molar mass (g mol⁻¹): 79.03
E_HOMO (alpha / beta) (eV): -10.0 / -10.0

Positions of all 7 atoms, in Å:
C 0.66636 0.65221 0.49215
N -0.37878 -0.07502 0.67492
O -1.11241 -0.50448 1.51031
O -0.05977 -0.61492 -1.38760
F -0.74930 -1.62118 -2.01490
H 0.95984 0.75238 -0.51379
H 0.67406 1.41101 1.23891

=====

B:
Here is 2 unconnected molecules or ions with the total composition CH2FNO2 from OMol25. Energies are from ωB97M-V/def2-TZVPD.

Gap between HOMO and LUMO (alpha / beta) (Ha): 0.3687 / 0.3359
Molar mass (g mol⁻¹): 79.03
E_HOMO (alpha / beta) (eV): -10.6 / -11.4

Positions of all 7 atoms, in Å:
C 0.87656 0.73089 0.54957
N 1.95906 -0.04836 0.49404
O 1.95812 -0.96541 1.33502
O 2.84591 0.23148 -0.24934
F 0.92924 1.88864 -0.08026
H -0.00502 -1.01615 -1.37164
H 0.34324 0.55472 1.37618

=====

Which of them is the most stable? Correct choice: B.

=====

A:
Here is a single C4H7IO2S molecule from OMol25. Energies are from ωB97M-V/def2-TZVPD.

Gap between HOMO and LUMO (alpha / beta) (Ha): 0.2955 / 0.2954
Molar mass (g mol⁻¹): 246.07
E_HOMO (alpha / beta) (eV): -8.9 / -8.9

Positions of all 15 atoms, in Å:
C 0.77882 -1.40449 0.15778
C 0.12655 1.23883 -0.49522
C -0.52929 0.46207 0.59659
C -1.88639 -0.14504 0.34557
O 2.84894 0.33954 -0.09807
O 1.79429 -0.43804 -2.17670
S 1.66486 -0.07845 -0.78619
I 0.07596 1.05258 2.43482
H 1.43784 -1.52913 1.11851
H 0.34691 -2.25935 -0.31169
H -0.46960 1.50861 -1.35778
H 0.64125 2.05901 -0.04825
H -2.63350 0.64040 -0.09656
H -2.26569 -0.61726 1.29828
H -1.93095 -0.82929 -0.58110

=====

B:
Here is a single C4H7IO2S molecule from OMol25. Energies are from ωB97M-V/def2-TZVPD.

Gap between HOMO and LUMO (alpha / beta) (Ha): 0.3070 / 0.3071
Molar mass (g mol⁻¹): 246.07
E_HOMO (alpha / beta) (eV): -9.1 / -9.1

Positions of all 15 atoms, in Å:
C 0.23001 1.14782 1.22076
C 0.32210 -1.21786 -0.17167
C -0.05273 0.10354 -0.79318
C -1.41150 0.17422 -1.30411
O 2.45375 -0.11280 0.97034
O 0.79543 -1.27237 2.50624
S 1.10129 -0.39677 1.38242
I 1.40193 1.15793 -2.06259
H 0.87079 2.13093 1.47617
H -0.76873 1.09521 1.43856
H -0.50265 -1.81177 0.19898
H 1.15491 -1.78317 -0.54114
H -1.56279 -0.54921 -2.14945
H -1.79523 1.19439 -1.65390
H -2.23657 0.13992 -0.51741

=====

Which of them is the most stable? Correct choice: B.

=====

A:
Here is 2 unconnected molecules or ions with the total composition C5H14S from OMol25. Energies are from ωB97M-V/def2-TZVPD.

Gap between HOMO and LUMO (Ha): 0.3675
Molar mass (g mol⁻¹): 106.23
E_HOMO (eV): -9.0
SMILES: CCC.CCS

Positions of all 20 atoms, in Å:
C -1.38121 -0.38502 -0.16940
C -1.35435 -1.67294 0.78911
C -1.43276 -2.78806 -0.17796
H -0.84982 -0.62617 -1.06390
H -2.43051 -0.15835 -0.36681
H -0.97033 0.58363 0.17820
H -0.39124 -1.77317 1.36175
H -2.10509 -1.60808 1.50109
H -0.63350 -2.67066 -0.95582
H -2.45906 -2.91734 -0.63929
H -1.23365 -3.77121 0.25085
C 1.44604 1.21616 -0.46181
C 1.25110 2.49151 0.42506
S 2.78388 3.59118 -0.04313
H 0.99081 1.41908 -1.49252
H 2.53402 0.93258 -0.51927
H 1.07111 0.29533 0.10183
H 1.40641 2.33421 1.52375
H 0.30166 2.99667 0.20011
H 3.45650 2.51064 -0.44182

=====

B:
Here is 2 unconnected molecules or ions with the total composition C5H14S from OMol25. Energies are from ωB97M-V/def2-TZVPD.

Gap between HOMO and LUMO (Ha): 0.3353
Molar mass (g mol⁻¹): 106.23
E_HOMO (eV): -8.2
SMILES: CCSC.CC

Positions of all 20 atoms, in Å:
C 1.09889 1.79270 -0.98489
C 0.10002 1.02087 -0.03040
S -1.29467 0.32956 -0.93753
C -2.02203 1.58249 -1.99600
H 1.23829 1.19685 -1.91451
H 2.09613 1.94682 -0.46665
H 0.65396 2.80066 -1.19393
H 0.79886 0.29014 0.41938
H -0.46692 1.71103 0.73305
H -3.02667 1.24461 -2.35851
H -1.91644 2.57001 -1.73225
H -1.45435 1.41271 -2.95785
C 0.89652 -1.98976 2.34143
C 0.00678 -2.51065 1.06591
H 1.62901 -1.26728 1.81086
H 0.54233 -1.49089 3.28326
H 1.55302 -2.81581 2.68935
H -1.03750 -2.09474 1.08333
H -0.01144 -3.51522 1.06256
H 0.61624 -2.21408 0.08339

=====

C:
Here is 2 unconnected molecules or ions with the total composition C5H14S from OMol25. Energies are from ωB97M-V/def2-TZVPD.

Gap between HOMO and LUMO (Ha): 0.3489
Molar mass (g mol⁻¹): 106.23
E_HOMO (eV): -8.6
SMILES: CCC.CSC

Positions of all 20 atoms, in Å:
C 1.59267 -0.57314 -0.88836
C 1.46242 0.75997 -1.40173
C 0.17626 1.04906 -2.26437
H 1.06019 -0.99795 0.05530
H 2.66682 -0.65576 -0.45453
H 1.33494 -1.26280 -1.75866
H 1.25563 1.55380 -0.51579
H 2.29751 1.09187 -2.00965
H -0.06044 2.01684 -2.13970
H 0.36142 0.95468 -3.35464
H -0.71405 0.56812 -1.88283
C -2.18446 0.51671 1.94298
S -1.61126 -0.75818 3.03834
C -0.26146 -1.58119 1.86577
H -3.17432 0.40979 1.43494
H -2.42962 1.54550 2.33046
H -1.56307 0.60614 1.06768
H -0.93657 -1.99654 1.02021
H 0.15962 -2.41848 2.34265
H 0.56778 -0.82845 1.57194

=====

Which of them is the most stable? Correct choice: A.

=====

A:
Here is 2 unconnected molecules or ions with the total composition C5H14S from OMol25. Energies are from ωB97M-V/def2-TZVPD.

Gap between HOMO and LUMO (Ha): 0.3469
Molar mass (g mol⁻¹): 106.23
E_HOMO (eV): -8.5
SMILES: CCSC.CC

Positions of all 20 atoms, in Å:
C -1.78849 0.85520 1.88468
C -0.97669 -0.07984 1.03878
S 0.69149 0.38402 0.74008
C 1.39152 -0.05201 2.35550
H -1.94110 1.91713 1.63533
H -1.34215 0.92039 2.97241
H -2.86822 0.44414 1.91531
H -0.99847 -1.04588 1.41993
H -1.43188 -0.01322 -0.11806
H 2.41665 0.46958 2.44329
H 0.86357 0.10202 3.35350
H 1.69246 -1.17918 2.19299
C 0.03684 -1.40624 -3.04035
C 0.06013 0.00792 -3.56419
H -0.96691 -1.86790 -3.18952
H 0.96175 -1.89902 -3.37273
H 0.13098 -1.28936 -2.02630
H 1.09434 0.46319 -3.79766
H -0.56017 0.16196 -4.52633
H -0.45449 0.72164 -2.78997

=====

B:
Here is 2 unconnected molecules or ions with the total composition C5H14S from OMol25. Energies are from ωB97M-V/def2-TZVPD.

Gap between HOMO and LUMO (Ha): 0.3578
Molar mass (g mol⁻¹): 106.23
E_HOMO (eV): -9.0
SMILES: CCC.CCS

Positions of all 20 atoms, in Å:
C 0.49316 1.40611 0.68990
C 0.43269 0.55832 2.01077
C 1.77769 0.03194 2.45001
H 1.41124 1.99735 0.76973
H 0.72546 0.63255 -0.05567
H -0.33601 1.85233 0.15944
H -0.02275 1.29423 2.65968
H -0.20005 -0.28240 1.70973
H 1.69456 -0.72924 3.22911
H 2.48075 0.81698 2.74997
H 2.32481 -0.49737 1.65480
C -1.15788 0.23607 -2.43203
C -1.35417 -1.28273 -2.30404
S -0.98044 -1.61477 -0.47926
H -1.85914 0.80466 -1.83305
H -0.11720 0.50710 -2.30492
H -1.33920 0.27886 -3.51775
H -0.75148 -1.89455 -2.96763
H -2.39867 -1.47516 -2.56906
H -0.82337 -2.64028 0.38027

=====

C:
Here is 2 unconnected molecules or ions with the total composition C5H14S from OMol25. Energies are from ωB97M-V/def2-TZVPD.

Gap between HOMO and LUMO (Ha): 0.3648
Molar mass (g mol⁻¹): 106.23
E_HOMO (eV): -9.1
SMILES: CCC.CCS

Positions of all 20 atoms, in Å:
C 1.77893 -0.54244 -1.77049
C 0.51508 0.20525 -1.30847
C 0.68189 1.71711 -1.44130
H 2.26835 0.02942 -2.56006
H 1.54547 -1.53578 -2.15559
H 2.48717 -0.67719 -0.95472
H 0.32601 -0.04344 -0.26456
H -0.31174 -0.14563 -1.92976
H -0.26326 2.23070 -1.24898
H 1.42583 2.07294 -0.73722
H 1.01683 1.99547 -2.44198
C -1.99434 -1.23194 1.34984
C -1.32029 -0.14276 2.16846
S 0.35372 -0.65255 2.74480
H -3.01298 -1.41702 1.66517
H -1.43755 -2.16679 1.47748
H -2.01423 -1.06439 0.27282
H -1.13294 0.78980 1.64272
H -1.90615 0.09703 3.05161
H 0.99420 0.48220 2.44024

=====

Which of them is the most stable? Correct choice: C.

=====

A:
Here is a molecular structure, C3Cl3O from OMol25. Energies are from ωB97M-V/def2-TZVPD.

Gap between HOMO and LUMO (alpha / beta) (Ha): 0.2721 / 0.2720
Charge: +1
Molar mass (g mol⁻¹): 158.39
E_HOMO (alpha / beta) (eV): -15.9 / -15.9

Positions of all 7 atoms, in Å:
C 0.23642 0.57319 0.00891
C 0.34227 -0.39970 1.24987
C -0.56128 -0.71315 -0.33986
O 0.18828 -1.48623 0.61143
Cl -0.38690 2.11321 -0.01265
Cl 2.27802 0.95669 -0.81013
Cl -2.09682 -1.04401 -0.70757

=====

B:
Here is a gas-phase ion, C3Cl3O (charge +1) from OMol25. Energies are from ωB97M-V/def2-TZVPD.

Gap between HOMO and LUMO (Ha): 0.2902
Charge: +1
Molar mass (g mol⁻¹): 158.39
E_HOMO (eV): -15.8

Positions of all 7 atoms, in Å:
C 0.55447 0.56241 0.08233
C -0.12989 -0.65223 -0.80362
C -0.09841 0.65730 1.17945
O -1.13596 -1.12343 -0.43975
Cl 1.86770 1.38294 -0.56929
Cl 0.81558 -1.00597 -2.12893
Cl -1.12891 0.43735 2.32024

=====

Which of them is the most stable? Correct choice: B.